No. 1
{"formula": "C24H53FN5O16", "method": "wB97M-V/def2-TZVPD", "species": ["N", "C", "C", "O", "C", "C", "C", "N", "C", "C", "C", "N", "N", "N", "C", "F", "H", "H", "H", "H", "H", "H", "H", "H", "H", "H", "H", "H", "H", "H", "H", "H", "H", "H", "H", "H", "H", "H", "H", "C", "O", "C", "O", "O", "C", "H", "H", "H", "H", "H", "H", "C", "O", "C", "O", "O", "C", "H", "H", "H", "H", "H", "H", "C", "O", "C", "O", "O", "C", "H", "H", "H", "H", "H", "H", "C", "O", "C", "O", "O", "C", "H", "H", "H", "H", "H", "H", "C", "O", "C", "O", "O", "C", "H", "H", "H", "H", "H", "H"], "xyz": [[-2.307, 0.901, -8.923], [-1.537, 0.790, -7.617], [-2.188, -0.260, -6.538], [-3.520, -0.767, -6.900], [-2.115, 0.357, -4.985], [-0.665, -0.155, -4.385], [-0.615, -1.584, -3.542], [0.517, -1.510, -2.542], [1.317, -0.279, -2.886], [2.718, -0.374, -3.716], [2.901, -1.687, -4.673], [4.338, -1.602, -5.232], [2.001, -1.716, -5.900], [2.820, -3.023, -3.968], [0.158, 0.811, -3.333], [-0.633, 1.325, -2.164], [-1.953, 1.810, -9.349], [-3.325, 1.104, -8.715], [-1.542, 1.859, -7.130], [-0.393, 0.546, -7.852], [-1.464, -1.209, -6.524], [-3.458, -1.774, -6.838], [-3.050, -0.076, -4.430], [-2.160, 1.534, -5.048], [0.020, -0.062, -5.356], [-0.828, -2.585, -4.108], [-1.578, -1.452, -2.849], [0.001, -1.192, -1.667], [0.980, -2.377, -2.194], [1.684, 0.159, -1.838], [3.645, -0.208, -2.983], [2.746, 0.574, -4.441], [4.266, -1.230, -6.206], [4.906, -0.936, -4.650], [2.055, -0.744, -6.329], [2.435, -2.324, -6.659], [1.824, -3.377, -4.087], [3.385, -3.689, -4.567], [0.636, 1.757, -3.836], [-1.118, 2.688, 1.260], [-2.153, 2.220, 2.123], [-3.409, 2.436, 1.658], [-3.700, 2.977, 0.603], [-4.285, 1.946, 2.570], [-5.657, 2.105, 2.211], [-0.157, 2.463, 1.730], [-1.158, 2.172, 0.295], [-1.190, 3.772, 1.124], [-5.878, 1.566, 1.284], [-5.910, 3.166, 2.114], [-6.267, 1.678, 3.012], [4.756, 1.924, 4.441], [3.722, 1.456, 5.304], [2.465, 1.672, 4.839], [2.175, 2.213, 3.784], [1.589, 1.182, 5.751], [0.218, 1.341, 5.392], [5.717, 1.699, 4.911], [4.716, 1.408, 3.476], [4.684, 3.008, 4.305], [-0.004, 0.802, 4.465], [-0.035, 2.401, 5.295], [-0.393, 0.914, 6.193], [-11.046, 1.261, 3.288], [-11.220, 2.629, 3.654], [-10.347, 3.481, 3.060], [-9.467, 3.172, 2.273], [-10.624, 4.737, 3.495], [-9.777, 5.746, 2.949], [-11.797, 0.671, 3.821], [-11.203, 1.127, 2.212], [-10.054, 0.906, 3.584], [-9.883, 5.791, 1.860], [-8.734, 5.570, 3.231], [-10.088, 6.709, 3.364], [3.038, -5.435, -0.109], [2.004, -5.903, 0.754], [0.747, -5.687, 0.289], [0.457, -5.146, -0.766], [-0.129, -6.178, 1.202], [-1.500, -6.018, 0.843], [3.999, -5.660, 0.362], [2.998, -5.951, -1.074], [2.966, -4.351, -0.245], [-1.722, -6.557, -0.084], [-1.753, -4.958, 0.745], [-2.111, -6.445, 1.643], [11.830, 0.251, 5.967], [10.796, -0.217, 6.830], [9.539, -0.001, 6.365], [9.248, 0.541, 5.310], [8.663, -0.491, 7.277], [7.292, -0.332, 6.918], [12.791, 0.026, 6.437], [11.790, -0.264, 5.002], [11.758, 1.335, 5.831], [7.070, -0.871, 5.991], [7.039, 0.729, 6.821], [6.681, -0.759, 7.719]], "energy_ha": -2523.36505, "max_force_ev_per_a": 4.9, "total_charge": 1, "spin_multiplicity": 1, "gap_ev": 8.72, "homo_energy_ev": -11.626}



No. 2
{"formula": "H4O2", "method": "wB97M-V/def2-TZVPD", "species": ["O", "H", "H", "O", "H", "H"], "xyz": [[-0.654, 0.644, 0.964], [-0.048, 0.385, 0.281], [-0.589, 1.615, 1.059], [0.608, -0.591, -0.942], [1.149, -1.188, -0.451], [-0.138, -1.233, -1.062]], "energy_ha": -152.86769, "max_force_ev_per_a": 2.1, "e_above_lowest_ev": 0.197, "smiles": "O.O", "spin_multiplicity": 1, "gap_ev": 11.63, "homo_energy_ev": -10.851}



No. 3
{"formula": "C4H9N2", "method": "wB97M-V/def2-TZVPD", "species": ["C", "C", "C", "C", "N", "N", "H", "H", "H", "H", "H", "H", "H", "H", "H"], "xyz": [[-0.039, 1.045, -0.372], [1.083, 1.194, 0.742], [0.019, -0.730, 1.050], [-0.584, -0.319, -0.127], [1.036, 0.072, 1.728], [-1.384, -0.985, -1.022], [-0.866, 1.705, -0.262], [0.438, 1.233, -1.317], [2.080, 1.144, 0.182], [1.006, 2.099, 1.220], [-0.235, -1.670, 1.501], [0.553, 0.250, 2.637], [-1.001, -0.543, -1.931], [-2.284, -0.670, -0.992], [-1.271, -2.068, -0.965]], "energy_ha": -266.85388, "max_force_ev_per_a": 7.2, "s2": 2.006, "total_charge": 1, "e_above_lowest_ev": 1.996, "spin_multiplicity": 3, "gap_ev": [5.87, 8.44], "homo_energy_ev": [-9.621, -14.803]}



Q: Number 3 is which compound?
A: C4H9N2